This record from the OMol25 dataset describes a gas-phase ion, C27H46ClF5N3O5S2 (charge +1). The level of theory is ωB97M-V/def2-TZVPD.

Last column: Löwdin charge in e.
Geometry (Å):
C 6.69 -2.47 0.28  -0.092
C 5.33 -2.44 -0.44  -0.234
C 4.20 -2.51 0.55  -0.201
O 2.91 -2.46 -0.07  -0.131
C 2.38 -1.17 -0.20  -0.198
N 1.55 -1.08 -1.39  0.033
C 0.16 -0.93 -1.28  -0.323
N -0.57 -1.95 -0.86  -0.308
S -2.30 -1.97 -0.92  0.914
C 0.04 -3.20 -0.32  -0.175
C 0.13 -3.21 1.21  -0.164
C -1.19 -3.48 1.94  -0.203
C -1.74 -2.21 2.60  -0.227
C -3.13 -2.36 3.22  -0.193
C -4.30 -1.89 2.33  -0.195
C -4.16 -0.46 1.76  -0.217
C -5.26 0.53 2.18  -0.190
C -5.96 1.20 1.00  -0.171
C -5.07 2.04 0.09  -0.247
O -4.83 3.35 0.56  -0.174
C -3.77 3.51 1.49  -0.102
N -0.22 0.28 -1.76  -0.295
S -1.72 1.06 -1.53  0.918
C 0.96 1.03 -2.29  -0.376
C 0.70 1.76 -3.62  -0.075
C 0.17 3.18 -3.53  -0.253
O 0.68 4.08 -4.16  0.098
C 1.61 1.97 -1.27  -0.133
C 0.72 2.87 -0.39  -0.171
C 1.51 4.09 0.04  -0.177
O 2.65 3.67 0.79  -0.046
C 2.92 4.49 1.88  -0.515
C 2.58 3.84 3.18  0.024
O 3.37 5.59 1.73  0.158
C 1.90 -0.21 -2.53  -0.572
Cl 3.59 0.23 -2.60  0.943
C 1.58 -1.02 -3.84  -0.403
F 2.13 -0.43 -4.92  0.127
F 0.23 -1.05 -4.05  0.126
C 2.06 -2.51 -3.83  -0.577
F 1.09 -3.29 -3.34  0.175
F 3.14 -2.69 -3.09  0.176
F 2.32 -2.90 -5.06  0.216
H 6.99 -3.50 0.50  0.079
H 6.66 -1.93 1.22  0.075
H 7.47 -2.03 -0.33  0.076
H 5.28 -1.53 -1.05  0.079
H 5.29 -3.28 -1.13  0.116
H 4.30 -1.73 1.31  0.129
H 4.24 -3.47 1.08  0.137
H 3.19 -0.44 -0.25  0.100
H 1.76 -0.94 0.67  0.141
H -2.36 -2.55 -2.13  -0.073
H 1.00 -3.37 -0.78  0.104
H -0.64 -3.99 -0.62  0.117
H 0.49 -2.24 1.56  0.094
H 0.88 -3.95 1.48  0.125
H -1.07 -4.26 2.70  0.118
H -1.95 -3.85 1.25  0.091
H -1.70 -1.39 1.88  0.074
H -1.04 -1.93 3.39  0.118
H -3.31 -3.39 3.50  0.115
H -3.17 -1.77 4.14  0.115
H -4.48 -2.61 1.54  0.102
H -5.19 -1.91 2.96  0.104
H -3.19 -0.03 2.01  0.094
H -4.20 -0.53 0.67  0.060
H -6.02 0.05 2.81  0.108
H -4.82 1.32 2.80  0.100
H -6.48 0.45 0.39  0.119
H -6.74 1.87 1.37  0.123
H -5.56 2.16 -0.88  0.124
H -4.11 1.53 -0.10  0.058
H -3.10 4.29 1.13  0.084
H -3.20 2.58 1.60  0.072
H -4.16 3.81 2.46  0.091
H -2.06 1.18 -2.83  -0.068
H 0.01 1.21 -4.26  0.130
H 1.67 1.85 -4.12  0.133
H -0.71 3.38 -2.91  0.101
H 2.26 1.41 -0.59  0.096
H 2.28 2.62 -1.84  0.128
H 0.42 2.32 0.51  0.121
H -0.17 3.22 -0.90  0.067
H 1.83 4.64 -0.85  0.137
H 0.87 4.77 0.61  0.139
H 3.05 4.38 4.01  0.094
H 2.88 2.80 3.16  0.088
H 1.50 3.86 3.29  0.096

2S+1: 1
Orbital gap: 8.66 eV
LUMO: -3.168 eV
SMILES: CCCOCN1C(N(S)CCCCCCCCCCOC)=[N+](S)[C@@](CC=O)(CCCOC(C)=O)[C@]1(Cl)C(F)(F)C(F)(F)F
HOMO energy: -0.4347 Ha
Net charge: +1

---

This record from the OMol25 dataset describes a molecular structure, C27H46ClF9NO40S11. The level of theory is ωB97M-V/def2-TZVPD.

Last column: Löwdin charge in e.
Geometry (Å):
C -0.57 -2.22 -1.77  -0.133
C 0.02 -0.80 -1.69  -0.685
Cl 0.29 -0.35 0.03  0.698
C -0.71 0.27 -2.50  -0.261
S -2.45 0.60 -2.14  0.478
O -3.22 -0.61 -2.16  -0.319
O -2.84 1.45 -3.25  -0.375
N -2.56 1.49 -0.80  -0.324
S -3.31 0.75 0.43  0.484
O -4.75 0.76 0.34  -0.345
O -2.84 -0.57 0.77  -0.361
C -2.89 1.86 1.79  -0.202
C -1.54 1.48 2.40  -0.104
C -1.61 1.28 3.90  -0.454
F -2.83 0.92 4.33  0.122
F -1.31 2.45 4.49  0.125
C -0.59 0.25 4.41  -0.394
F 0.61 0.81 4.26  0.166
F -0.56 -0.85 3.69  0.184
C -0.77 -0.12 5.91  -0.363
F 0.44 -0.24 6.46  0.167
F -1.40 0.81 6.61  0.176
C -1.50 -1.49 6.09  -0.610
F -2.44 -1.68 5.22  0.222
F -2.11 -1.49 7.27  0.164
F -0.63 -2.45 6.10  0.223
H -1.38 -2.30 -2.49  0.072
H -0.88 -2.54 -0.79  0.066
H 0.20 -2.89 -2.09  0.025
H 1.03 -0.84 -2.13  0.056
H -0.58 0.09 -3.56  0.106
H -0.20 1.21 -2.28  0.074
H -2.79 2.84 1.33  0.090
H -3.71 1.94 2.49  0.096
H -1.10 0.62 1.90  0.041
H -0.86 2.31 2.24  0.133
C 5.65 -2.09 -1.08  -0.166
C 4.65 -1.36 -0.21  -0.157
O 3.64 -0.91 -1.13  -0.198
S 3.49 -1.96 -2.32  0.586
O 2.41 -2.83 -2.05  -0.205
O 3.59 -1.25 -3.55  -0.228
O 4.85 -2.77 -2.06  -0.184
H 6.30 -1.39 -1.60  0.131
H 6.25 -2.80 -0.52  0.136
H 5.09 -0.53 0.31  0.099
H 4.18 -2.03 0.51  0.144
C 7.32 2.76 2.49  -0.143
C 6.43 2.83 1.27  -0.173
O 7.12 2.03 0.28  -0.178
S 7.89 0.85 1.00  0.607
O 7.09 -0.33 0.92  -0.231
O 9.24 0.86 0.56  -0.214
O 7.82 1.41 2.50  -0.181
H 8.18 3.43 2.40  0.133
H 6.78 2.97 3.41  0.139
H 6.28 3.84 0.91  0.131
H 5.47 2.37 1.46  0.107
C -4.31 -2.59 9.23  -0.156
C -5.07 -1.36 9.68  -0.158
O -6.06 -1.87 10.59  -0.188
S -5.47 -3.15 11.36  0.596
O -4.98 -2.73 12.62  -0.229
O -6.39 -4.22 11.23  -0.220
O -4.21 -3.41 10.40  -0.186
H -4.86 -3.14 8.46  0.124
H -3.32 -2.34 8.85  0.113
H -5.54 -0.84 8.85  0.135
H -4.43 -0.67 10.23  0.133
C 3.30 6.79 0.59  -0.145
C 1.89 6.25 0.49  -0.169
O 1.99 4.92 1.01  -0.182
S 3.10 4.85 2.14  0.610
O 2.46 4.95 3.41  -0.206
O 3.99 3.79 1.82  -0.239
O 3.82 6.25 1.83  -0.186
H 3.92 6.41 -0.23  0.121
H 3.33 7.87 0.60  0.136
H 1.51 6.23 -0.51  0.093
H 1.20 6.81 1.13  0.140
C -1.85 -5.52 -4.86  -0.162
C -0.42 -6.00 -5.03  -0.192
O 0.19 -5.77 -3.75  -0.178
S -0.91 -5.96 -2.60  0.620
O -0.79 -7.27 -2.07  -0.220
O -0.90 -4.81 -1.78  -0.215
O -2.21 -5.92 -3.54  -0.179
H -1.91 -4.43 -4.92  0.135
H -2.52 -5.96 -5.59  0.131
H 0.11 -5.46 -5.81  0.121
H -0.39 -7.06 -5.24  0.116
C -1.45 5.62 -2.80  -0.133
C -2.04 6.79 -3.55  -0.151
O -1.30 7.93 -3.06  -0.185
S 0.19 7.49 -2.71  0.599
O 1.04 7.81 -3.80  -0.216
O 0.48 7.90 -1.38  -0.231
O -0.05 5.91 -2.72  -0.201
H -1.85 5.55 -1.78  0.141
H -1.62 4.67 -3.30  0.144
H -3.10 6.92 -3.37  0.138
H -1.86 6.71 -4.62  0.133
C 3.66 2.55 -4.29  -0.159
C 2.97 3.90 -4.23  -0.163
O 2.29 3.89 -2.97  -0.195
S 3.13 3.03 -1.91  0.598
O 3.91 3.92 -1.13  -0.221
O 2.27 2.08 -1.34  -0.198
O 4.10 2.30 -2.96  -0.180
H 2.96 1.76 -4.57  0.135
H 4.50 2.55 -4.98  0.136
H 2.27 4.05 -5.04  0.137
H 3.70 4.71 -4.22  0.134
C -5.32 -2.29 2.80  -0.141
C -6.07 -1.06 3.23  -0.148
O -7.09 -1.55 4.12  -0.191
S -6.54 -2.83 4.91  0.594
O -6.06 -2.42 6.18  -0.240
O -7.47 -3.89 4.77  -0.219
O -5.27 -3.12 3.98  -0.193
H -5.86 -2.84 2.02  0.139
H -4.32 -2.07 2.44  0.125
H -6.52 -0.53 2.39  0.134
H -5.43 -0.38 3.79  0.127
C 0.68 -5.15 -10.15  -0.162
C -0.79 -5.44 -10.31  -0.164
O -0.93 -6.81 -9.91  -0.183
S 0.14 -7.15 -8.77  0.621
O -0.49 -7.04 -7.50  -0.224
O 0.86 -8.30 -9.15  -0.200
O 1.07 -5.85 -8.97  -0.182
H 1.26 -5.54 -10.99  0.134
H 0.89 -4.09 -10.04  0.137
H -1.14 -5.30 -11.33  0.136
H -1.39 -4.83 -9.63  0.135

2S+1: 1
Orbital gap: 7.66 eV
LUMO: 1.277 eV
HOMO energy: -0.2345 Ha
Net charge: -1

---

Number 1: largest force on an atom 0.9 eV/Å. Number 2: largest force on an atom 1.9 eV/Å.